No. 1
Molecular formula: C4H10O4
Method: DFT, ωB97M-V/def2-TZVPD

Calculated values
SMILES string: O=CCCC=O.O.O

Positions of all 18 atoms, in Å:
O -0.22 -0.73 2.23
C -0.49 -1.61 1.45
C -0.09 -1.60 0.03
C 0.38 -0.21 -0.41
C 0.62 -0.35 -1.93
O 0.66 -1.44 -2.45
H -0.92 -2.56 1.84
H 0.65 -2.39 -0.19
H -0.80 -2.04 -0.69
H 1.16 0.15 0.23
H -0.48 0.49 -0.48
H 0.78 0.53 -2.56
O -2.27 2.32 -0.09
H -1.59 2.87 -0.46
H -2.21 2.29 0.86
O 1.50 2.30 0.82
H 1.32 1.78 1.61
H 1.91 1.77 0.15

=====

No. 2
Molecular formula: C5H6N2S
Method: DFT, ωB97M-V/def2-TZVPD

Calculated values
SMILES string: CC(=S)n1ccnc1

Positions of all 14 atoms, in Å:
C 0.12 -1.19 1.71
C -0.05 0.23 1.39
S 0.10 1.55 2.39
N -0.14 0.41 -0.02
C 0.34 -0.49 -1.25
C 0.08 0.23 -2.36
N -0.47 1.43 -2.01
C -0.57 1.50 -0.73
H 0.63 -1.62 0.91
H -0.98 -1.65 1.87
H 0.67 -1.32 2.60
H 0.97 -1.38 -0.99
H 0.39 0.00 -3.34
H -1.09 2.29 -0.15

=====

No. 3
Molecular formula: C27H26AsBiN2O2
Method: DFT, ωB97M-V/def2-TZVPD

Calculated values
Net charge: +2

Positions of all 59 atoms, in Å:
Bi -0.01 -1.58 1.52
C 2.78 -5.43 -1.47
O 1.85 -5.17 -0.38
C 1.65 -3.96 0.06
O 0.84 -3.77 0.97
N 2.32 -2.93 -0.51
N 2.15 -1.67 0.07
H 2.69 -6.49 -1.67
H 3.79 -5.20 -1.15
H 2.48 -4.86 -2.35
H 3.13 -3.08 -1.10
H 2.10 -0.95 -0.66
H 2.94 -1.45 0.68
C 0.92 -0.75 3.41
C -0.41 -0.20 3.81
C -0.66 1.17 3.95
C -1.94 1.62 4.23
C -3.01 0.72 4.33
C -2.79 -0.63 4.18
C -1.49 -1.09 3.93
H 1.26 -1.58 4.02
H 1.70 -0.01 3.27
H 0.16 1.87 3.89
H -2.12 2.67 4.38
H -4.00 1.09 4.54
H -3.60 -1.34 4.29
H -1.30 -2.16 3.97
C -2.32 5.02 -0.18
C -2.20 4.23 -1.31
C -1.60 2.98 -1.23
C -1.12 2.56 0.00
C -1.23 3.34 1.14
C -1.83 4.58 1.04
As -0.23 0.86 0.00
C -1.06 -0.21 -1.37
C -2.31 -0.81 -1.34
C -2.71 -1.58 -2.42
C -1.86 -1.74 -3.51
C -0.61 -1.14 -3.54
C -0.20 -0.36 -2.46
C 1.09 0.37 -2.36
C 2.08 0.41 -3.33
C 3.23 1.15 -3.10
C 3.41 1.86 -1.92
C 2.43 1.82 -0.94
C 1.28 1.07 -1.17
H -2.80 5.99 -0.25
H -2.58 4.58 -2.27
H -1.51 2.37 -2.12
H -0.84 3.00 2.09
H -1.92 5.21 1.92
H -2.98 -0.67 -0.50
H -3.69 -2.04 -2.43
H -2.18 -2.34 -4.36
H 0.03 -1.28 -4.40
H 1.96 -0.12 -4.27
H 4.00 1.19 -3.87
H 4.30 2.44 -1.76
H 2.56 2.38 -0.02

=====

No. 4
Molecular formula: C33H44BF4GeO2P2Pt
Method: DFT, ωB97M-V/def2-TZVPD

Calculated values
Net charge: -1

Positions of all 88 atoms, in Å:
Pt -1.51 -1.29 -0.74
C -4.34 -0.30 -2.20
P -3.68 -1.47 -0.99
C -4.71 -1.22 0.48
C -4.09 -3.14 -1.59
C -3.15 -4.11 -0.89
P -1.39 -3.56 -1.09
C -0.93 -4.38 -2.64
C -0.67 -4.59 0.24
H -5.39 -0.50 -2.40
H -3.77 -0.39 -3.13
H -4.21 0.70 -1.80
H -5.76 -1.42 0.25
H -4.58 -0.20 0.81
H -4.38 -1.88 1.29
H -3.92 -3.13 -2.67
H -5.15 -3.38 -1.41
H -3.28 -5.14 -1.23
H -3.34 -4.10 0.19
H -1.15 -5.44 -2.56
H 0.13 -4.22 -2.82
H -1.50 -3.94 -3.46
H -1.21 -5.54 0.30
H -0.78 -4.05 1.18
H 0.38 -4.76 0.05
F -1.37 -0.95 -3.96
B -2.18 -1.55 -4.94
F -1.43 -2.41 -5.75
F -2.82 -0.56 -5.70
F -3.20 -2.31 -4.27
C -4.03 2.16 2.36
C -2.84 2.61 1.50
C -3.31 3.73 0.55
C -1.74 3.15 2.41
C -2.35 1.47 0.70
C -1.95 0.54 0.03
H -4.39 2.99 2.97
H -3.73 1.35 3.03
H -4.85 1.80 1.74
H -3.70 4.58 1.13
H -4.11 3.37 -0.10
H -2.49 4.07 -0.07
H -2.11 4.00 2.98
H -0.87 3.47 1.83
H -1.42 2.38 3.12
O 1.13 -2.85 -1.63
C 1.37 -1.66 -1.44
O 0.55 -0.79 -0.97
C 2.75 -1.18 -1.91
C 3.24 0.21 -1.53
Ge 3.01 0.83 0.31
C 2.33 -0.50 1.56
C 1.19 -0.24 2.32
C 0.65 -1.21 3.15
C 1.25 -2.46 3.23
C 2.39 -2.73 2.48
C 2.92 -1.75 1.65
C 4.80 1.35 0.98
C 5.31 0.87 2.18
C 6.57 1.24 2.63
C 7.35 2.10 1.87
C 6.86 2.59 0.67
C 5.60 2.22 0.23
C 2.01 2.51 0.18
C 2.45 3.67 0.81
C 1.85 4.89 0.56
C 0.79 4.97 -0.34
C 0.33 3.82 -0.97
C 0.93 2.60 -0.70
H 2.71 -1.27 -3.00
H 3.45 -1.95 -1.58
H 2.74 0.97 -2.15
H 4.30 0.28 -1.76
H 0.69 0.72 2.22
H -0.25 -1.00 3.71
H 0.83 -3.22 3.87
H 2.85 -3.71 2.53
H 3.80 -1.99 1.06
H 4.71 0.20 2.79
H 6.95 0.86 3.57
H 8.34 2.39 2.21
H 7.46 3.27 0.07
H 5.22 2.62 -0.71
H 3.29 3.62 1.50
H 2.20 5.79 1.06
H 0.32 5.93 -0.55
H -0.50 3.87 -1.66
H 0.56 1.70 -1.20

=====

No. 5
Molecular formula: C24H26CdN4S2Si
Method: DFT, ωB97M-V/def2-TZVPD

Positions of all 58 atoms, in Å:
C 0.98 1.53 -0.38
C -0.10 1.88 -1.25
C -1.32 1.62 -0.57
H 0.00 2.31 -2.25
C -0.99 1.10 0.72
C 0.42 1.05 0.83
H 0.97 0.79 1.72
H 2.03 1.67 -0.60
H -2.32 1.83 -0.95
H -1.71 0.87 1.51
Cd -1.29 -2.09 -0.71
C -1.17 -2.62 -3.48
H -2.00 -2.65 -2.75
H -0.65 -3.59 -3.47
H -1.64 -2.44 -4.45
Si 0.08 -1.15 -3.38
C 1.67 -0.94 -4.44
C 2.39 0.26 -4.19
H 1.85 1.19 -4.03
C 3.78 0.23 -4.13
H 4.32 1.12 -3.83
C 4.45 -0.95 -4.45
H 5.53 -0.99 -4.33
C 3.75 -2.05 -4.96
H 4.30 -2.92 -5.33
C 2.35 -2.04 -4.98
H 1.78 -2.86 -5.43
C -0.93 0.25 -4.14
C -0.44 1.09 -5.15
H 0.51 0.89 -5.65
C -1.16 2.23 -5.52
H -0.73 2.88 -6.29
C -2.38 2.52 -4.91
H -2.89 3.47 -5.11
C -2.96 1.58 -4.05
H -3.95 1.75 -3.63
C -2.25 0.43 -3.72
H -2.75 -0.32 -3.09
H -0.61 -0.77 -1.90
H 1.24 -1.16 -2.40
N -4.24 -1.29 1.11
C -3.29 -1.93 1.82
N -2.08 -2.17 1.36
C -1.23 -2.65 2.36
C -1.89 -2.91 3.54
S -3.57 -2.47 3.45
C 0.16 -2.64 2.05
C 1.24 -2.78 2.90
S 2.71 -2.29 2.15
C 1.80 -1.91 0.70
N 0.52 -2.23 0.76
N 2.44 -1.29 -0.30
H -5.12 -1.13 1.60
H -3.97 -0.73 0.30
H -1.41 -3.36 4.40
H 1.17 -3.15 3.91
H 3.42 -1.13 -0.20
H 1.94 -1.02 -1.14

=====

No. 6
Molecular formula: C26H78O13
Method: DFT, ωB97M-V/def2-TZVPD

Positions of all 117 atoms, in Å:
C -5.02 1.05 -0.72
C -3.56 0.69 -0.62
O -3.11 -0.09 -1.74
H -5.63 0.17 -0.94
H -5.19 1.77 -1.53
H -5.36 1.52 0.20
H -3.34 0.11 0.28
H -2.95 1.60 -0.58
H -3.17 0.46 -2.54
C 4.25 2.65 -0.09
C 4.15 1.66 1.05
O 5.23 0.72 0.89
H 4.33 2.22 -1.08
H 5.08 3.36 0.03
H 3.33 3.25 -0.06
H 3.23 1.08 0.93
H 4.21 2.19 2.00
H 5.21 0.10 1.63
C -3.44 -3.73 -0.56
C -2.30 -3.41 -1.49
O -1.57 -2.27 -0.99
H -4.05 -4.55 -0.95
H -4.12 -2.87 -0.53
H -3.14 -3.97 0.46
H -2.71 -3.15 -2.47
H -1.62 -4.24 -1.69
H -2.12 -1.50 -1.21
C 1.84 2.46 5.23
C 0.71 2.38 6.21
O 0.28 1.00 6.36
H 2.27 3.46 5.13
H 1.50 2.18 4.23
H 2.65 1.79 5.51
H -0.16 2.94 5.90
H 1.04 2.71 7.20
H 0.94 0.55 6.90
C 1.27 -5.01 0.60
C 0.69 -3.90 1.47
O -0.71 -3.78 1.36
H 2.36 -4.91 0.56
H 0.92 -4.93 -0.43
H 1.05 -6.00 1.00
H 1.17 -2.97 1.13
H 0.99 -4.07 2.50
H -0.91 -3.34 0.52
C 0.33 0.81 -0.59
C -0.06 0.17 0.71
O 0.39 0.98 1.79
H 1.41 0.93 -0.72
H -0.13 1.80 -0.63
H -0.04 0.21 -1.42
H 0.40 -0.83 0.80
H -1.14 -0.01 0.75
H 0.26 0.45 2.60
C -0.62 -1.75 -4.23
C -0.38 -1.29 -5.66
O 0.82 -1.81 -6.20
H -1.57 -1.36 -3.86
H 0.15 -1.33 -3.57
H -0.54 -2.83 -4.12
H -0.43 -0.19 -5.70
H -1.17 -1.66 -6.31
H 1.57 -1.34 -5.85
C 0.94 5.42 2.98
C 0.04 4.35 2.39
O 0.71 3.68 1.34
H 1.82 4.96 3.43
H 0.41 5.97 3.76
H 1.23 6.13 2.21
H -0.89 4.80 2.02
H -0.27 3.66 3.19
H 0.59 2.72 1.43
C 2.14 -2.95 -2.02
C 2.84 -1.72 -1.49
O 4.19 -1.74 -1.93
H 2.12 -2.93 -3.11
H 1.10 -2.94 -1.66
H 2.59 -3.88 -1.67
H 2.81 -1.70 -0.39
H 2.30 -0.82 -1.82
H 4.65 -0.98 -1.55
C -0.29 -2.64 4.72
C 0.45 -1.47 4.14
O -0.43 -0.34 4.11
H 0.29 -3.57 4.71
H -1.17 -2.83 4.10
H -0.63 -2.43 5.73
H 0.79 -1.67 3.12
H 1.34 -1.22 4.72
H -0.29 0.14 4.95
C -4.84 -1.61 2.04
C -3.41 -1.66 2.52
O -3.18 -0.48 3.30
H -5.49 -1.41 2.89
H -5.16 -2.55 1.58
H -4.98 -0.84 1.28
H -2.68 -1.77 1.72
H -3.31 -2.54 3.18
H -2.27 -0.52 3.64
C 2.77 2.48 -3.67
C 3.93 2.72 -4.61
O 3.70 1.96 -5.79
H 1.85 2.64 -4.24
H 2.77 3.18 -2.84
H 2.71 1.45 -3.32
H 4.86 2.38 -4.12
H 4.03 3.79 -4.81
H 4.51 1.97 -6.31
C -1.39 2.30 -3.42
C -2.31 2.12 -4.59
O -3.48 1.42 -4.13
H -0.46 2.78 -3.71
H -1.14 1.33 -2.99
H -1.82 2.93 -2.64
H -1.82 1.63 -5.43
H -2.65 3.10 -4.95
H -3.85 0.89 -4.85

=====

The relative energy (zero: lowest compared OMol25 entry of this formula, charge and spin) results, record by record, are as follows: 42.5, 45.1, 14.1, 0.0, 94.3, 20.3 kcal/mol.